No. 1
Entry from the OMol25 dataset: a cluster of 3 separate species, C8H15Cl4N in total in a non-equilibrium geometry (ωB97M-V/def2-TZVPD).

Last column: Mulliken charge in e.
CARTESIAN COORDINATES (ANGSTROEM)
C 1.5633 3.6083 1.7562  -1.30
C 0.4338 2.5864 1.5013  -0.10
C -0.7827 2.8162 2.3874  -0.27
C -0.4081 2.9055 3.7910  0.22
N -0.1032 2.9499 4.8959  -0.42
H 2.4177 3.4309 1.1125  0.37
H 1.9206 3.5357 2.7876  0.37
H 1.1224 4.6060 1.6961  0.32
H 0.8236 1.5891 1.7248  0.30
H 0.2503 2.6266 0.4281  0.02
H -1.5847 2.0974 2.2254  0.20
H -1.2458 3.7922 2.1773  0.26
Cl -2.1262 0.0095 0.0679  -0.20
C -1.7464 0.8629 -1.4486  -0.11
C -1.2836 -0.0830 -2.5242  -0.29
Cl -2.6161 -0.6720 -3.5635  -0.19
H -0.9865 1.6102 -1.2273  0.02
H -2.6096 1.4212 -1.8071  0.34
H -0.7056 -0.9395 -2.1960  0.16
H -0.6292 0.4878 -3.1896  0.28
Cl 0.7055 -5.3304 -3.4081  -0.17
C 0.9008 -4.4163 -1.8851  -0.33
C 1.0555 -5.2165 -0.6181  -0.41
Cl 2.3198 -6.4710 -0.7672  -0.18
H 0.0663 -3.7187 -1.8073  0.19
H 1.7712 -3.7684 -2.0026  0.30
H 0.1510 -5.7458 -0.3233  0.30
H 1.3257 -4.5742 0.2166  0.29

- Highest occupied orbital energy: -10.89 eV
- Energy: -2209.33063 a.u.
- Orbital gap: 11.17 eV
- SMILES string: CCCC#N.ClCCCl.ClCCCl
- ΔE to the lowest compared entry with this formula, charge and spin: 8.54 kcal/mol
- 2S+1: 1

=====

No. 2
Entry from the OMol25 dataset: an isolated molecule of C8H15F in a non-equilibrium geometry (ωB97M-V/def2-TZVPD).

Last column: Mulliken charge in e.
CARTESIAN COORDINATES (ANGSTROEM)
C 0.5918 0.3808 -0.3287  -1.80
C -0.7879 0.4837 0.0812  2.61
C -1.2424 -0.9724 0.1118  -0.06
C -0.7655 0.9479 1.5258  -1.78
C -1.8026 1.2757 -0.7480  -1.84
C -1.4063 -1.8375 -1.0355  -0.93
C 3.0115 -0.0183 -0.1104  -1.28
C 1.6687 -0.0758 0.5121  0.40
F -0.6103 -1.6019 1.1933  -0.35
H 0.7237 0.3181 -1.3301  0.48
H -0.2629 0.1107 2.1362  0.39
H -1.7860 1.2064 1.8460  0.41
H -0.2385 1.8505 1.6108  0.41
H -2.7181 1.1835 -0.2318  0.41
H -1.8295 0.9737 -1.9003  0.30
H -1.6373 2.2851 -0.9607  0.50
H -2.0121 -2.6286 -0.5910  0.36
H -0.4205 -2.2882 -1.3001  0.25
H -1.8681 -1.0621 -1.7645  0.21
H 3.4091 -1.0062 -0.5302  0.28
H 3.7744 0.3584 0.5672  0.34
H 3.0731 0.5583 -1.1191  0.29
H 1.7594 0.6487 1.3417  0.15
H 1.3762 -1.0903 1.0244  0.26

- Highest occupied orbital energy (spin up / spin down): -7.66 / -7.47 eV
- Energy: -413.50679 a.u.
- Orbital gap (spin up / spin down): 8.28 / 8.14 eV
- ΔE to the lowest compared entry with this formula, charge and spin: 49.56 kcal/mol
- 2S+1: 1

=====

No. 3
Entry from the OMol25 dataset: a structure of composition C8H15F3NO6S (ωB97M-V/def2-TZVPD).

Last column: Mulliken charge in e.
CARTESIAN COORDINATES (ANGSTROEM)
N -1.9976 -5.1660 2.6874  -0.59
C -2.0488 -4.5351 1.3670  -0.45
C -0.6751 -4.0912 0.8930  -1.11
C -0.1008 -2.9147 1.6453  0.43
C 1.2993 -2.4719 1.1346  -0.40
O 1.2336 -1.0484 0.9490  -0.29
S 0.0177 -0.5242 1.8355  1.19
O 0.3825 -0.6551 3.2080  -0.62
O -0.4961 0.6746 1.3146  -0.52
O -0.9275 -1.7413 1.4333  -0.40
H -1.1980 -4.8570 3.2213  0.22
H -2.8271 -4.9766 3.2299  0.24
H -2.4296 -5.2650 0.6472  0.31
H -2.7324 -3.6812 1.3294  0.29
H 0.0502 -4.9089 0.9727  0.37
H -0.7308 -3.8189 -0.1645  0.41
H -0.0831 -3.0854 2.7214  0.27
H 2.0621 -2.7348 1.8659  0.24
H 1.5368 -2.8923 0.1595  0.37
C 0.7323 2.1228 -2.2739  -1.14
C 0.1281 2.9006 -1.1046  0.10
O 0.7836 4.0997 -0.7760  -0.37
C 0.3968 5.3075 -1.5417  0.05
O -0.8652 5.4799 -1.7358  -0.87
C 1.1960 5.3577 -2.8863  0.74
F 2.4800 4.8991 -2.8033  -0.30
F 1.3107 6.6493 -3.2934  -0.30
F 0.6362 4.6993 -3.9209  -0.27
H 1.8224 2.1309 -2.2110  0.24
H 0.3850 1.0842 -2.2387  0.40
H 0.4448 2.5327 -3.2396  0.31
H 0.2124 2.2657 -0.2176  0.03
H -0.9390 3.0850 -1.2719  0.27
H 0.9406 6.0787 -0.9357  0.17

- Net charge: -1
- Highest occupied orbital energy: -3.37 eV
- Energy: -1517.81983 a.u.
- Orbital gap: 5.48 eV
- ΔE to the lowest compared entry with this formula, charge and spin: 37.33 kcal/mol
- 2S+1: 1